[1]
# C3Cl5N4

A 2-piece molecular cluster, C3Cl5N4 overall (wB97M-V/def2-TZVPD, the OMol25 dataset).

Last column: natural (NBO) charge in e.
Atoms and positions in Å:
1 C -0.25 0.51 -0.49  0.049
2 C -0.12 -0.67 -1.26  -0.029
3 C -0.47 -1.93 0.91  -0.267
4 N 0.45 2.09 0.69  -0.145
5 N 0.88 1.01 0.10  -0.298
6 N -1.35 1.32 -0.28  -0.291
7 N -0.85 2.24 0.50  -0.135
8 Cl -1.61 -1.18 -1.94  0.068
9 Cl 1.22 -1.59 -1.57  0.148
10 Cl -1.18 -3.50 0.30  -0.101
11 Cl -1.46 -1.47 2.31  -0.016
12 Cl 1.21 -2.08 1.20  0.018

Its charge is -1. For the energy above the lowest of the compared OMol25 structures with the same formula, charge and spin, the calculation gives 1.0 kcal/mol. The strongest force on any atom is 3.5 eV Å⁻¹. The LUMO energy (alpha / beta) is 2.075 / 2.413 eV.


[2]
# C2H3N2OP

One molecule with the formula C2H3N2OP (wB97M-V/def2-TZVPD, the OMol25 dataset).

Last column: natural (NBO) charge in e.
Atoms and positions in Å:
1 C 0.82 0.43 -0.69  -0.407
2 C 0.80 -0.52 -1.61  0.710
3 N 0.32 0.85 0.50  -0.258
4 N -0.65 0.43 1.27  -0.536
5 O 0.78 -1.26 -2.47  -0.408
6 P -1.51 -0.91 1.67  0.330
7 H 1.25 1.34 -1.02  0.269
8 H -0.75 1.12 1.92  0.389
9 H -1.06 -1.48 0.44  -0.089

Its charge is 0. For the energy above the lowest of the compared OMol25 structures with the same formula, charge and spin, the calculation gives 92.2 kcal/mol. The strongest force on any atom is 2.9 eV Å⁻¹. The LUMO energy (alpha / beta) is -0.253 / -0.071 eV.